(1)
Below is a structure of composition C13H16N4S, with properties calculated with wB97M-V/def2-TZVPD.

The geometry in XYZ format:
```
34
Properties=species:S:1:pos:R:3:forces:R:3:lowdin_charge:R:1
C -4.609206 -2.426255 -0.988854 0.4 -8.2 -8.6 -0.1615
H -4.570947 -3.094180 -0.212447 -0.2 -1.4 2.0 0.0661
H -3.675888 -2.663295 -1.728470 -1.9 -0.6 1.4 0.1584
H -5.527128 -2.545694 -1.666610 1.2 -0.4 1.2 0.1372
C -4.431811 -1.161104 -0.792285 -1.1 13.0 6.9 -0.3517
N -3.264976 -0.939580 0.131667 -2.3 8.2 -5.8 0.0649
C -2.628016 0.187579 0.344132 -2.6 5.3 -5.1 -0.5497
N -1.424699 0.346143 0.808691 1.1 1.3 0.1 -0.1542
C -0.746527 1.590493 1.058456 3.1 -1.7 3.7 -0.2023
H -0.238475 1.493018 2.156947 -1.1 -0.1 -2.2 0.1895
C 0.372577 1.914819 0.148954 -4.4 -9.0 -4.7 -0.0810
N 1.132041 0.622456 0.097410 4.6 -3.4 0.3 0.0569
C 0.821970 -0.852723 0.573070 -11.9 13.6 -1.2 -0.3288
N 1.724742 -1.519412 0.701199 7.8 -9.9 0.2 0.1784
C 2.813408 -1.035057 0.001675 -3.3 4.9 3.2 -0.2201
C 4.014144 -1.576365 -0.000239 5.6 1.2 -3.0 -0.0398
C 5.063399 -0.865107 -0.624946 -7.3 5.0 1.6 0.0035
C 4.702692 0.577340 -0.893513 3.6 -0.6 -1.2 -0.1270
C 3.599064 1.281483 -0.794825 -6.3 -5.3 4.6 -0.0061
C 2.513811 0.381876 -0.057702 1.3 2.4 -5.0 -0.0550
H 3.226231 2.200195 -1.056050 0.3 2.4 -0.7 0.0662
H 5.392945 1.346043 -1.251409 1.4 -1.2 -0.5 0.0980
H 6.011610 -0.965727 -0.831759 4.8 -1.9 -0.6 0.0274
H 4.241472 -2.524194 0.277182 0.0 -2.9 1.0 0.0837
C -0.599799 -0.679090 0.951350 1.6 -12.4 6.2 -0.1592
H -0.475336 -1.024997 2.264801 -0.4 1.1 -3.1 0.2010
H -1.001805 -1.917492 0.702243 0.3 3.9 0.2 0.2016
H 0.037491 1.990949 -0.903956 -0.1 0.9 0.7 0.1369
H 0.967957 2.554989 0.462053 5.1 6.4 2.8 0.0472
H -1.363661 2.353966 1.135690 -3.2 3.2 0.2 0.0209
S -3.076135 1.795578 -0.627977 -0.5 -2.8 1.5 0.4341
H -3.048336 -1.608921 0.621533 3.0 -9.1 6.2 0.0056
H -4.375179 -0.281252 -1.486460 0.0 -1.5 -0.2 0.0832
H -5.318638 -0.779703 -0.035875 1.4 -0.5 -1.8 0.1759
```
Positions in Å, forces in eV/Å.

Computed properties:
**Energy above the lowest of the compared OMol25 structures with the same formula, charge and spin**: 10.7996 eV
**Net charge**: 0
**E**: -1121.766038 a.u.
**HOMO**: -0.284 Ha
**LUMO**: 0.3 eV
**Spin multiplicity**: 1


(2)
Below is the molecule C4H5ClS, with properties calculated with wB97M-V/def2-TZVPD.

The geometry in XYZ format:
```
11
Properties=species:S:1:pos:R:3:forces:R:3:lowdin_charge:R:1
C -0.013982 -0.724810 -0.510293 -1.6 -1.2 0.6 -0.7746
C 1.158392 -0.309435 -1.319594 1.4 0.2 -0.4 -0.2045
C 1.851236 0.065314 0.001034 0.8 -0.3 0.7 -0.1768
C 0.458323 0.092702 0.645061 1.2 1.1 1.1 -0.8102
H 0.079076 -1.786865 -0.183390 -0.3 0.6 -0.4 0.1375
H 0.959090 0.599256 -1.866420 -0.2 0.1 -0.4 0.1101
H 1.632426 -1.075296 -1.934828 -0.1 0.2 -0.1 0.1175
H 2.456436 0.972658 0.078326 -0.3 0.0 -0.1 0.1132
H 2.479977 -0.762511 0.383572 -0.4 0.3 0.0 0.1247
S -0.068991 0.910517 1.937679 -0.1 -0.7 -1.0 0.7320
Cl -1.601586 -0.426949 -1.198668 -0.4 -0.1 0.0 0.6309
```
Positions in Å, forces in eV/Å.

Computed properties:
**Energy above the lowest of the compared OMol25 structures with the same formula, charge and spin**: 0.9427 eV
**SMILES**: S=C1CC[C@@H]1Cl
**Net charge**: 0
**E**: -1013.745117 a.u.
**HOMO**: -0.326 Ha
**LUMO**: -0.4 eV
**Spin multiplicity**: 1


(3)
Below is a structure of composition C28H30F12NO5S4Tc, with properties calculated with wB97M-V/def2-TZVPD.

The geometry in XYZ format:
```
81
Properties=species:S:1:pos:R:3:forces:R:3:lowdin_charge:R:1
Tc 0.413460 -0.244805 -0.347345 0.1 -0.3 0.1 1.5210
C -3.043121 3.881097 3.494251 0.0 0.0 0.0 -0.0112
C -2.549817 2.670427 2.765913 0.0 0.0 0.0 -0.1999
C -2.235700 1.498342 3.453441 0.0 0.0 -0.1 0.0164
C -1.800754 0.385430 2.764828 0.1 0.1 0.1 -0.0169
C -1.603469 0.454468 1.384375 -0.1 -0.1 -0.1 -0.2346
N -1.186719 -0.684915 0.666542 0.3 0.2 0.0 0.0030
C -1.884046 -1.824691 0.769537 0.0 -0.2 0.1 -0.1734
C -3.108337 -1.844546 1.503901 0.0 -0.1 0.0 0.0595
C -3.708246 -3.023915 1.839798 0.0 0.1 0.0 0.0335
C -3.127894 -4.236826 1.450793 0.0 0.0 0.0 -0.1629
C -3.727308 -5.541102 1.833001 0.0 0.0 0.0 0.0025
C -1.997025 -4.219212 0.607408 0.0 0.0 -0.1 0.0648
C -1.393501 -3.058578 0.207900 -0.1 0.1 0.1 -0.0274
C -0.330635 -3.059792 -0.875560 0.1 -0.1 0.2 -0.2462
O 0.624110 -2.038019 -0.801910 -0.2 0.2 -0.4 -0.2945
C -1.038664 -2.882977 -2.264859 0.0 0.0 0.0 -0.5497
F -1.322950 -1.579903 -2.426143 -0.1 0.0 0.0 0.1494
F -0.254141 -3.256892 -3.263208 0.0 0.0 0.0 0.2138
F -2.174151 -3.568345 -2.317687 0.0 0.0 -0.1 0.2068
C 0.514329 -4.373682 -0.898460 0.1 -0.1 0.2 -0.5635
F 1.604636 -4.229152 -1.637460 0.0 0.1 0.0 0.1964
F -0.187851 -5.398759 -1.381654 0.0 0.0 0.0 0.1910
F 0.908528 -4.681087 0.347420 0.0 0.1 -0.1 0.1714
C -1.848343 1.642373 0.664532 -0.1 0.1 0.1 -0.0455
C -2.366081 2.711317 1.380017 0.1 0.0 0.0 0.0662
C -1.674410 1.706097 -0.856328 0.1 0.0 0.0 -0.2302
O -0.504694 1.034285 -1.302648 0.1 -0.1 0.0 -0.2545
C -2.923681 1.113814 -1.568988 0.0 0.0 -0.1 -0.5549
F -3.185698 -0.113682 -1.075427 0.0 0.0 0.0 0.1607
F -4.001051 1.858037 -1.351112 0.0 0.0 0.0 0.2053
F -2.719047 0.996147 -2.871583 0.0 0.0 0.0 0.2093
C -1.420906 3.164560 -1.360589 -0.1 0.0 -0.1 -0.5709
F -1.041807 3.149746 -2.625812 -0.1 0.0 0.1 0.1713
F -0.447695 3.716430 -0.622233 0.0 0.0 0.0 0.1398
F -2.501249 3.943295 -1.259627 0.1 0.0 0.0 0.1812
H -3.597860 3.603212 4.388517 0.0 0.0 0.0 0.0947
H -3.679310 4.493497 2.858881 0.0 0.0 0.0 0.0954
H -2.198742 4.497399 3.809251 0.0 0.0 0.0 0.1058
H -2.346970 1.457132 4.528795 0.0 0.0 0.0 0.1363
H -1.563269 -0.535851 3.282320 0.0 0.0 0.0 0.1397
H -3.577585 -0.907638 1.762349 0.0 0.0 0.0 0.1351
H -4.640746 -3.026724 2.386777 0.0 0.0 0.0 0.1381
H -4.576082 -5.424524 2.500781 0.0 0.0 0.0 0.0955
H -2.973412 -6.168724 2.313491 0.0 0.0 0.0 0.1127
H -4.051878 -6.078583 0.938053 0.0 0.0 0.0 0.1158
H -1.656932 -5.172605 0.232802 0.0 0.0 0.0 0.1390
H -2.631868 3.622683 0.866638 0.0 0.0 0.0 0.1322
C 3.042099 1.628734 -3.956847 0.1 0.0 -0.1 -0.5091
C 2.524560 0.275494 -3.498625 -0.1 -0.1 0.0 -0.4558
S 2.577066 -0.121515 -1.718938 0.0 0.1 0.2 0.8816
C 4.048514 0.667336 -1.023062 0.0 0.1 0.0 -0.4675
C 4.095486 2.171716 -0.698469 0.1 0.0 -0.1 -0.4835
S 2.505014 2.966963 -0.393179 -0.1 -0.1 0.1 0.8524
C 2.593349 4.450443 -1.426791 0.0 0.0 0.0 -0.5062
C 2.888068 4.238097 -2.906514 0.1 0.1 -0.1 -0.5179
S 1.874352 2.994718 -3.736894 0.0 -0.1 0.0 0.9157
H 3.246505 1.528400 -5.024955 0.0 0.0 0.0 0.0887
H 3.993189 1.877104 -3.488668 0.0 0.0 0.0 0.0653
H 3.096117 -0.519732 -3.977383 0.0 0.0 0.0 0.0884
H 1.477672 0.146839 -3.778039 0.0 0.0 0.0 0.0807
H 4.855196 0.411026 -1.712406 0.0 0.0 0.1 0.0965
H 4.235801 0.086346 -0.119813 -0.1 0.0 0.0 0.0561
H 4.585128 2.708357 -1.507482 0.0 0.0 0.0 0.0663
H 4.728710 2.295440 0.179905 0.0 0.0 0.0 0.0832
H 3.321346 5.141067 -0.999178 0.0 0.0 0.0 0.0895
H 1.609723 4.902349 -1.302593 0.0 0.0 0.0 0.0646
H 3.937330 4.003413 -3.084463 0.0 0.0 0.0 0.0721
H 2.711350 5.185171 -3.419049 0.0 0.0 0.0 0.0843
C 1.555230 0.906842 2.290295 0.2 0.1 -0.1 -0.0432
H 1.185012 1.717303 1.668440 0.0 0.1 0.0 0.0490
H 2.523372 1.161864 2.709997 -0.1 0.0 0.0 0.1112
H 0.846115 0.635468 3.063749 0.0 0.1 0.0 0.0875
C 3.216021 -2.467167 1.270186 0.0 0.0 0.1 -0.0867
S 2.016695 -1.680981 2.277361 -0.1 0.0 0.0 0.6507
O 2.601505 -1.227623 3.485579 0.0 0.0 0.1 -0.2082
O 0.759181 -2.350900 2.246265 0.1 0.0 0.0 -0.2370
O 1.751954 -0.247744 1.378985 -0.2 0.0 0.0 -0.4754
H 3.260007 -3.492132 1.636886 0.0 0.0 0.0 0.1004
H 4.163929 -1.966121 1.443559 0.0 0.0 0.0 0.0901
H 2.912983 -2.450835 0.228466 -0.1 0.0 -0.1 0.0487
```
Positions in Å, forces in eV/Å.

Computed properties:
**Energy above the lowest of the compared OMol25 structures with the same formula, charge and spin**: 0.0000 eV
**Net charge**: +2
**E**: -4387.311952 a.u.
**HOMO**: -0.483 Ha
**LUMO**: -8.8 eV
**Spin multiplicity**: 1


(4)
Below is the molecule C2H6N2O, with properties calculated with wB97M-V/def2-TZVPD.

The geometry in XYZ format:
```
11
Properties=species:S:1:pos:R:3:forces:R:3:lowdin_charge:R:1
C -0.135011 -0.649309 -1.489330 -1.6 2.5 -1.0 -0.0770
N 0.134370 -0.474575 -0.076664 -1.2 -1.5 -3.6 -0.0086
C 0.119622 0.709307 0.476326 -1.2 2.9 2.3 -0.6759
N 0.220708 0.605690 1.858190 0.1 1.4 1.3 0.1163
O -0.125116 1.774281 -0.073908 0.4 -0.5 -0.3 0.0423
H 0.654985 -0.133296 -2.116914 -1.0 -0.7 0.4 0.1042
H -1.176246 -0.180392 -1.699691 1.9 -0.5 0.1 0.1171
H -0.275377 -1.686915 -1.725191 0.4 -0.5 0.0 0.0654
H 0.702393 -1.187701 0.200889 1.7 -1.8 1.9 0.0998
H -0.138916 -0.262207 2.238065 0.1 0.5 0.1 0.0869
H 0.018589 1.485116 2.408227 0.3 -1.7 -1.2 0.1294
```
Positions in Å, forces in eV/Å.

Computed properties:
**Energy above the lowest of the compared OMol25 structures with the same formula, charge and spin**: 0.5602 eV
**SMILES**: CNC(N)=O
**Net charge**: 0
**E**: -264.566728 a.u.
**HOMO**: -0.359 Ha
**LUMO**: 0.9 eV
**Spin multiplicity**: 1


The lowest LUMO belongs to which entry? C28H30F12NO5S4Tc